DFT (the ωB97M-V functional and the def2-TZVPD basis) results for a molecular structure, C24H67N6O10 at a distorted geometry.

Geometry as ORCA input:
```
! RIJCOSX wB97M-V def2-TZVPD def2/J DEFGRID3
* xyz -1 1
O -0.62 -1.08 0.23
O 0.50 -0.75 2.17
O -0.14 0.90 -0.32
O 1.51 2.68 -0.03
O -1.71 0.58 1.04
O 0.27 2.55 -1.14
O -1.37 0.83 4.16
O 0.50 1.11 -2.81
O -3.51 -2.24 0.26
O 3.47 -0.12 -1.09
N 0.63 -0.98 -1.15
N 1.74 2.01 -3.67
N -3.29 0.80 2.12
N -0.80 0.13 0.35
N 2.17 0.03 0.55
N -3.39 -3.69 -2.04
C 1.58 3.23 -2.99
C 0.66 -2.12 2.17
C 1.26 -3.16 -0.27
C 0.25 3.53 -2.23
C -2.25 -3.80 -1.09
C -0.63 2.92 -0.05
C 1.65 -1.73 -0.41
C -1.71 -0.42 3.54
C -3.51 -1.60 2.25
C 0.05 0.96 4.30
C -3.69 -0.82 0.16
C 2.15 0.39 2.84
C -0.66 0.29 -2.58
C 1.56 0.85 1.56
C -3.16 -0.37 3.03
C -1.92 1.15 -2.24
C -0.64 -2.66 2.76
C -2.17 -2.46 -0.20
C -1.00 -3.95 -1.92
C 1.85 4.19 -4.06
C 1.77 4.07 -0.19
C 3.09 -1.48 -1.01
C 4.79 0.29 -1.58
C 1.75 2.34 1.31
H -1.51 1.79 -1.47
H 2.82 2.53 1.44
H -1.04 -0.52 2.70
H 2.21 -0.95 0.78
H 0.35 1.88 4.79
H 1.09 4.74 0.32
H -0.03 -0.45 1.43
H 1.80 0.89 3.74
H -2.37 1.70 -3.07
H 0.86 1.76 -4.09
H -1.17 -4.83 -2.53
H 4.85 0.04 -2.64
H -0.40 -0.50 -1.87
H -1.58 3.12 -0.54
H -3.53 -4.50 -2.63
H 1.81 4.20 -1.27
H 2.46 3.44 -2.39
H -1.46 -2.58 0.62
H -1.40 -2.45 2.01
H 1.51 -3.73 -1.16
H 3.83 -2.03 -0.42
H -0.80 -3.09 -2.56
H 3.17 0.20 0.58
H -0.34 3.82 0.50
H 3.05 -1.89 -2.02
H 1.13 2.91 1.99
H -3.61 -2.42 2.96
H -0.75 2.17 0.74
H -2.78 -1.85 1.48
H -0.09 -4.06 -1.33
H 1.69 -1.27 0.57
H -2.71 0.53 1.35
H -2.35 -4.65 -0.42
H -2.76 0.62 -1.79
H 2.13 -0.70 2.94
H 0.49 0.61 1.64
H -0.88 -0.25 -3.51
H 0.45 1.15 3.30
H -1.49 -1.22 4.24
H 0.74 -2.54 1.17
H 1.80 -3.64 0.55
H -0.87 -2.19 3.72
H 1.62 5.15 -3.60
H -0.63 3.24 -2.81
H 2.86 4.06 -4.43
H 5.65 -0.13 -1.05
H 0.55 1.38 -3.73
H -3.89 -0.22 3.83
H 2.44 2.05 -4.39
H 2.79 4.36 0.09
H 3.22 0.59 2.87
H -0.51 -3.71 3.00
H 0.18 4.54 -1.82
H -3.77 -0.60 -0.91
H -2.56 1.37 2.52
H -4.63 -0.54 0.64
H 0.51 -1.56 -1.97
H 4.90 1.37 -1.67
H 1.56 -2.35 2.74
H -4.25 -3.47 -1.56
H -2.94 -0.18 0.62
H 1.18 3.88 -4.87
H 0.62 0.07 4.57
H -0.26 -1.03 -0.67
H -1.70 -1.66 -0.77
H 0.22 -3.27 0.02
H -4.50 -1.56 1.80
*
```

As for the HOMO energy: -3.5 eV. For the total energy, the calculation gives -55326.8713 eV. The LUMO energy is 2.620 eV. As for the orbital gap: 0.226 hartree.

DFT (the ωB97M-V functional and the def2-TZVPD basis) results for C3H7NO2 in the gas phase at a distorted geometry.

Geometry as ORCA input:
```
! RIJCOSX wB97M-V def2-TZVPD def2/J DEFGRID3
* xyz 0 1
O 0.98 2.07 -0.06
O -0.58 -1.16 0.20
N -1.45 1.05 0.69
C 0.48 -1.74 -0.62
C -0.39 0.19 0.32
C 0.80 0.73 0.04
H -2.39 0.84 0.35
H 0.98 -1.21 -1.49
H 1.74 0.22 -0.06
H -0.02 -2.59 -1.05
H 0.08 2.43 -0.08
H 1.28 -1.98 0.06
H -1.50 1.15 1.70
*
```

As for the HOMO energy: -7.7 eV. For the total energy, the calculation gives -8807.8534 eV. As for the SMILES: CO/C(N)=C/O. The LUMO energy is 0.885 eV. As for the orbital gap: 0.317 hartree.

DFT (the ωB97M-V functional and the def2-TZVPD basis) results for 2 unconnected molecules or ions with the total composition C3H8N3S at a distorted geometry.

Geometry as ORCA input:
```
! RIJCOSX wB97M-V def2-TZVPD def2/J DEFGRID3
* xyz 1 1
S 0.03 -1.44 0.81
N 0.61 1.02 0.25
N -2.17 -0.37 -0.74
N -1.16 -0.27 0.91
C -0.60 1.02 0.90
C 2.58 -0.40 -0.29
C 1.23 -0.07 0.22
H 2.81 0.45 -1.06
H -1.38 1.65 0.44
H 3.25 -0.42 0.52
H -0.65 1.22 1.92
H -2.05 -1.22 -1.30
H 2.49 -1.40 -0.72
H -3.15 -0.15 -0.48
H -1.83 0.36 -1.35
*
```

As for the HOMO energy: -14.4 eV. For the total energy, the calculation gives -18536.6773 eV. The LUMO energy is -5.391 eV. As for the orbital gap: 0.330 hartree.

DFT (the ωB97M-V functional and the def2-TZVPD basis) results for 2 unconnected molecules or ions with the total composition C16H17N at a distorted geometry.

Geometry as ORCA input:
```
! RIJCOSX wB97M-V def2-TZVPD def2/J DEFGRID3
* xyz 0 1
N -0.51 -0.19 -4.88
C 0.45 -1.17 -4.59
C -1.57 -0.07 4.10
C -1.14 1.31 -1.01
C -0.75 0.67 4.90
C 0.29 -0.90 2.96
C -0.09 0.46 -1.33
C 1.07 0.25 3.49
C -0.07 -0.07 -2.65
C 0.76 -1.12 -3.24
C 2.36 0.58 2.87
C -1.95 1.85 -2.12
C -1.92 1.42 -3.47
C -1.04 -0.84 3.09
C -0.86 0.44 -3.62
C 1.40 -2.21 -2.42
C 0.54 0.91 4.60
H 2.90 1.29 3.47
H 0.88 -2.28 -1.46
H 2.80 -0.34 2.58
H 0.66 -1.86 -5.34
H -2.64 -0.11 4.21
H 1.06 1.68 5.10
H 1.17 -3.10 -3.02
H -0.62 0.33 -5.66
H 0.73 -0.03 -0.60
H -2.71 2.54 -1.87
H 0.87 -1.60 2.32
H -1.73 -1.29 2.50
H -1.15 1.15 5.91
H 2.21 1.12 1.92
H 2.38 -2.14 -2.39
H -2.59 1.65 -4.35
H -1.21 1.68 0.00
*
```

As for the HOMO energy: -7.9 eV. For the total energy, the calculation gives -18355.1847 eV. As for the SMILES: Cc1c[nH]c2ccccc12.Cc1ccccc1. The LUMO energy is 0.877 eV. As for the orbital gap: 0.321 hartree.

DFT (the ωB97M-V functional and the def2-TZVPD basis) results for 3 unconnected molecules or ions with the total composition C2H7N2O2 at a distorted geometry.

Geometry as ORCA input:
```
! RIJCOSX wB97M-V def2-TZVPD def2/J DEFGRID3
* xyz 1 1
O 2.02 -0.45 -1.22
O -2.20 0.29 -1.30
N -2.13 -0.32 0.76
N 2.22 0.16 0.96
C 1.52 0.05 -0.11
C -1.46 0.27 -0.19
H 1.87 0.52 1.87
H -1.62 -0.39 1.61
H -3.08 -0.71 0.55
H 0.06 0.22 -0.23
H -1.84 0.83 -1.95
H 1.49 -0.08 -1.95
H 3.16 -0.37 1.20
*
```

As for the HOMO energy: -13.6 eV. For the total energy, the calculation gives -9253.6904 eV. The LUMO energy is -3.414 eV. As for the orbital gap: 0.375 hartree.

DFT (the ωB97M-V functional and the def2-TZVPD basis) results for a molecular structure, C22H17GaO6PSe3Te.

Geometry as ORCA input:
```
! RIJCOSX wB97M-V def2-TZVPD def2/J DEFGRID3
* xyz -1 1
Te -1.64 2.13 3.22
Se -1.69 -0.31 2.70
Se -0.09 2.16 -0.12
Se 0.52 2.69 2.06
Ga -1.00 -0.04 0.29
P 1.88 -0.54 1.32
O -2.93 0.21 -0.22
O -1.58 0.19 -1.93
O 0.57 -3.73 -0.25
O -7.07 1.84 -4.64
O -7.42 1.71 -2.36
O -0.49 -1.78 -0.15
C 2.66 0.11 5.27
C 4.82 0.40 -1.31
C -4.70 1.19 -4.59
C 3.82 0.44 -0.35
C 3.63 -1.95 -0.44
C -3.66 0.83 -3.72
C 4.80 -0.27 4.25
C -3.87 0.74 -2.36
C -2.73 0.36 -1.48
C 4.62 -1.99 -1.41
C 4.18 -0.47 3.02
C 3.22 -0.74 0.11
C -5.91 1.46 -4.02
C -8.07 1.92 -3.62
C 2.04 -0.07 4.04
C 0.39 -2.65 0.29
C 2.79 -0.37 2.90
C -6.12 1.37 -2.66
C 4.04 0.01 5.38
C -5.12 1.02 -1.79
C 1.21 -2.25 1.50
C 5.22 -0.82 -1.84
H -8.82 1.14 -3.78
H -4.55 1.27 -5.66
H 3.16 -2.88 -0.13
H 5.27 1.33 -1.66
H 4.52 0.16 6.34
H -8.52 2.91 -3.63
H 4.78 -0.70 2.16
H 2.05 0.34 6.15
H 4.92 -2.94 -1.83
H 3.47 1.39 0.03
H -5.27 0.95 -0.72
H 0.96 0.03 3.96
H 1.98 -3.00 1.68
H -2.67 0.61 -4.11
H 5.87 -0.35 4.33
H 6.00 -0.85 -2.60
H 0.55 -2.21 2.36
*
```

As for the HOMO energy: -4.6 eV. For the total energy, the calculation gives -300379.0611 eV. The LUMO energy is 2.337 eV. As for the orbital gap: 0.256 hartree.

ΔE to the lowest compared entry with this formula, charge and spin
In order: 1339.3; 61.7; 65.2; 72.8; 71.1; 0.0
Unit: kcal/mol